{"formula": "C4H26N2O10", "method": "ωB97M-V/def2-TZVPD", "charge": 1, "multiplicity": 2, "homo_lumo_gap_ev": [10.69, 5.46], "e_lumo_ev": [-2.91, -7.79], "max_force_ev_per_a": 3.8, "s2": 0.76, "e_tot_ev": -28017.465, "de_lowest_kj_mol": 66.0, "homo_ev": [-13.60, -13.24], "species": ["N", "C", "C", "N", "C", "C", "O", "O", "H", "H", "H", "H", "H", "H", "H", "H", "H", "H", "H", "H", "O", "H", "H", "O", "H", "H", "O", "H", "H", "O", "H", "H", "O", "H", "H", "O", "H", "H", "O", "H", "H", "O"], "coordinates": [[1.6905, 0.4555, 1.5327], [0.9924, -0.1992, 0.5039], [1.9618, -0.3781, -0.7643], [2.1038, -1.7362, -1.2762], [0.9358, -2.1602, -2.0669], [-0.3211, -2.2469, -1.1896], [-0.3281, -3.3315, -0.4429], [-1.1123, -1.3384, -1.1004], [1.2106, 1.2855, 1.8477], [2.2117, -0.0929, 2.1925], [0.1562, 0.3877, 0.1176], [0.6640, -1.1722, 0.8799], [1.7688, 0.3201, -1.5698], [3.0212, -0.1599, -0.5658], [2.3093, -2.3819, -0.5141], [1.1711, -3.1064, -2.5465], [0.7732, -1.4051, -2.8336], [-0.9176, -3.2916, 0.3589], [1.1813, 1.8295, -2.7465], [1.7994, 2.7560, -1.5516], [1.7436, 2.5863, -2.5053], [-2.7934, 0.2162, 2.7569], [-1.5829, 0.4597, 1.8775], [-1.8262, 0.2363, 2.7631], [0.9918, -1.1875, 4.0072], [-0.4099, -0.7729, 3.2877], [0.3903, -1.3366, 3.2790], [-2.7444, 1.2014, 0.2057], [-2.7349, -0.2261, -0.3697], [-3.1424, 0.3101, 0.3345], [-1.7642, 3.6635, 0.1684], [-1.6348, 2.5759, -0.9301], [-2.2276, 2.9300, -0.2599], [2.1998, 2.6447, 0.8239], [1.3541, 3.9473, 0.5202], [1.5173, 3.0368, 0.2533], [-1.5458, -2.2668, 2.3359], [-2.8157, -2.3036, 1.3495], [-1.9864, -2.6975, 1.5976], [-0.8916, 0.5281, -2.5987], [-0.9515, 1.5455, -3.8031], [-0.4172, 0.8756, -3.3587]], "lowdin_spin": [0.255, 0.101, 0.095, 0.381, 0.033, 0.020, 0.004, 0.033, 0.009, 0.005, 0.008, 0.008, 0.005, 0.009, 0.012, 0.006, 0.001, 0.001, 0.000, 0.000, 0.002, 0.000, 0.000, 0.000, 0.000, 0.000, 0.007, 0.000, 0.000, 0.000, 0.000, 0.000, 0.000, 0.001, 0.000, 0.002, 0.000, 0.000, 0.000, 0.000, 0.000, 0.000]}

***

{"formula": "C2HHgO3", "method": "ωB97M-V/def2-TZVPD", "charge": 1, "multiplicity": 3, "homo_lumo_gap_ev": [5.67, 7.15], "e_lumo_ev": [-5.89, -8.77], "max_force_ev_per_a": 6.1, "s2": 2.00, "e_tot_ev": -12394.600, "de_lowest_kj_mol": 243.6, "homo_ev": [-11.56, -15.92], "species": ["O", "C", "C", "O", "H", "O", "Hg"], "coordinates": [[1.6302, -0.3762, 0.0451], [0.4777, -0.6210, -0.1170], [-1.9763, 0.3679, 0.0686], [-2.9405, 1.0263, 0.0560], [-0.0012, -1.6172, -0.0391], [-0.7132, 0.5641, 0.0209], [3.5233, 0.6562, -0.0344]], "lowdin_spin": [0.221, 0.047, 0.501, 0.275, 0.014, 0.183, 0.759]}

***

{"formula": "C2Cl2", "method": "ωB97M-V/def2-TZVPD", "charge": 0, "homo_lumo_gap_ev": [4.95, 4.85], "e_lumo_ev": [-1.65, -1.72], "max_force_ev_per_a": 3.1, "e_tot_ev": -27108.345, "de_lowest_kj_mol": 150.9, "homo_ev": [-6.60, -6.57], "species": ["C", "C", "Cl", "Cl"], "coordinates": [[-1.2165, 0.1120, -1.0210], [1.1531, 0.0424, 0.9779], [-2.4968, -0.6867, -0.4279], [2.5602, 0.5323, 0.4710]], "mulliken_charge": [-0.055, -0.036, 0.042, 0.049]}

***

{"formula": "C24H17BrN2O3Ru", "method": "ωB97M-V/def2-TZVPD", "charge": 1, "multiplicity": 2, "homo_lumo_gap_ev": [6.89, 6.67], "e_lumo_ev": [-3.90, -4.19], "max_force_ev_per_a": 0.4, "s2": 0.76, "e_tot_ev": -106906.738, "homo_ev": [-10.79, -10.85], "species": ["Ru", "Br", "C", "C", "C", "C", "O", "C", "C", "N", "C", "C", "C", "C", "C", "C", "C", "C", "N", "C", "C", "H", "H", "H", "H", "H", "H", "H", "H", "H", "H", "C", "C", "O", "C", "C", "C", "C", "C", "C", "O", "H", "H", "H", "H", "H", "H", "H"], "coordinates": [[-0.9865, -0.1568, -0.3023], [-0.2859, -6.0310, 4.1348], [-0.5810, -4.7536, 2.7786], [-0.8371, -5.1801, 1.4679], [-1.0540, -4.2636, 0.4709], [-1.0115, -2.8836, 0.7302], [-1.2387, -2.0723, -0.2855], [-0.7663, -2.4563, 2.0563], [-0.7545, -1.0895, 2.4741], [-0.9265, -0.0619, 1.7133], [-0.8839, 1.2763, 2.2141], [-0.7172, 1.6558, 3.5177], [-0.6900, 3.0230, 3.8685], [-0.8353, 3.9976, 2.9256], [-1.0096, 3.6403, 1.5682], [-1.1839, 4.5819, 0.5268], [-1.3629, 4.1569, -0.7575], [-1.3539, 2.7784, -1.0247], [-1.1859, 1.8782, -0.0793], [-1.0250, 2.2806, 1.2239], [-0.5560, -3.4201, 3.0685], [-0.8694, -6.2386, 1.2480], [-1.2610, -4.5789, -0.5426], [-0.6115, -0.9311, 3.5401], [-0.6069, 0.9240, 4.3053], [-0.5566, 3.2911, 4.9074], [-0.8225, 5.0438, 3.2014], [-1.1742, 5.6389, 0.7623], [-1.5034, 4.8541, -1.5704], [-1.4801, 2.3984, -2.0304], [-0.3796, -3.0911, 4.0850], [-0.4554, -0.2987, -4.5939], [-0.0852, -0.2370, -3.1428], [-1.0365, -0.1514, -2.3394], [1.2989, -0.2555, -2.7190], [2.3106, -0.3219, -3.7079], [3.6389, -0.3098, -3.3887], [4.0123, -0.2218, -2.0389], [3.0650, -0.1502, -1.0530], [1.6915, -0.1701, -1.3598], [0.9008, -0.1010, -0.2965], [-1.5376, -0.2833, -4.6830], [-0.0696, -1.2120, -5.0470], [-0.0324, 0.5474, -5.1368], [2.0227, -0.3840, -4.7478], [4.3906, -0.3656, -4.1628], [5.0609, -0.2108, -1.7711], [3.3355, -0.0852, -0.0078]], "lowdin_spin": [0.763, 0.002, 0.008, -0.003, 0.008, -0.002, 0.068, 0.007, -0.004, 0.002, 0.000, 0.002, -0.002, 0.002, 0.000, 0.013, -0.001, 0.013, 0.010, 0.007, -0.002, 0.000, 0.000, 0.000, 0.000, 0.000, 0.000, 0.001, 0.000, 0.000, 0.000, -0.001, -0.001, 0.015, 0.012, -0.001, 0.014, -0.002, 0.010, -0.004, 0.067, 0.000, 0.000, 0.000, 0.000, 0.001, 0.000, 0.000]}

***

{"formula": "C54H69N3O30", "method": "ωB97M-V/def2-TZVPD", "charge": 0, "smiles": "O=C1C=C(O)C(=O)C=C1O.O=C1C=C(O)C(=O)C=C1O.O=C1C=C(O)C(=O)C=C1O.O=C1C=C(O)C(=O)C=C1O.O=C1C=C(O)C(=O)C=C1O.O=C1C=C(O)C(=O)C=C1O.COCCNCCOC.COCCNCCOC.COCCNCCOC", "homo_lumo_gap_ev": 7.01, "e_lumo_ev": -1.92, "max_force_ev_per_a": 4.7, "e_tot_ev": -123002.223, "de_lowest_kj_mol": 77.3, "homo_ev": -8.93, "species": ["O", "C", "C", "C", "O", "C", "O", "C", "C", "O", "H", "H", "H", "H", "O", "C", "C", "C", "O", "C", "O", "C", "C", "O", "H", "H", "H", "H", "O", "C", "C", "C", "O", "C", "O", "C", "C", "O", "H", "H", "H", "H", "O", "C", "C", "C", "O", "C", "O", "C", "C", "O", "H", "H", "H", "H", "O", "C", "C", "C", "O", "C", "O", "C", "C", "O", "H", "H", "H", "H", "O", "C", "C", "C", "O", "C", "O", "C", "C", "O", "H", "H", "H", "H", "C", "O", "C", "C", "N", "C", "C", "O", "C", "H", "H", "H", "H", "H", "H", "H", "H", "H", "H", "H", "H", "H", "H", "H", "C", "O", "C", "C", "N", "C", "C", "O", "C", "H", "H", "H", "H", "H", "H", "H", "H", "H", "H", "H", "H", "H", "H", "H", "C", "O", "C", "C", "N", "C", "C", "O", "C", "H", "H", "H", "H", "H", "H", "H", "H", "H", "H", "H", "H", "H", "H", "H"], "coordinates": [[-0.8188, -2.6138, -4.1579], [-0.8134, -3.7282, -3.6980], [0.3057, -4.5147, -3.3045], [0.0697, -5.7409, -2.6952], [0.9863, -6.6046, -2.4078], [-1.3002, -6.2258, -2.3738], [-1.3580, -7.2838, -1.8155], [-2.4664, -5.4866, -2.8168], [-2.2316, -4.3626, -3.5234], [-3.2249, -3.6257, -3.9974], [1.3891, -4.2599, -3.3251], [0.5219, -7.3691, -2.0435], [-3.4698, -5.8584, -2.6818], [-2.8581, -2.7968, -4.4027], [-0.8084, -6.3333, 2.2944], [-1.4077, -5.3488, 1.9011], [-2.7324, -4.8798, 2.3725], [-3.2011, -3.7337, 1.8109], [-4.2930, -3.1015, 2.2124], [-2.6382, -3.1463, 0.5133], [-3.4043, -2.4623, -0.1722], [-1.2622, -3.4696, 0.1324], [-0.7873, -4.6230, 0.7199], [0.3241, -5.2047, 0.3494], [-3.3115, -5.2542, 3.2057], [-4.4312, -2.4130, 1.5138], [-0.9628, -2.9952, -0.7735], [0.4748, -5.9255, 0.9796], [0.2963, 7.5247, 0.3252], [0.4204, 6.4243, 0.8106], [0.3615, 6.1253, 2.2065], [0.3856, 4.8192, 2.5857], [0.1735, 4.3777, 3.7975], [0.7802, 3.6920, 1.5671], [1.1046, 2.6504, 2.1054], [0.8711, 4.0329, 0.1907], [0.6030, 5.3001, -0.1582], [0.5338, 5.6841, -1.4406], [0.1306, 6.8980, 2.9180], [0.0425, 3.4233, 3.6936], [1.1026, 3.1603, -0.3956], [0.2374, 6.6464, -1.4901], [0.0167, -3.4022, -7.2226], [0.6240, -2.4733, -7.7846], [0.7253, -2.2821, -9.2432], [1.4426, -1.3143, -9.7663], [1.6370, -1.0915, -11.0636], [2.2201, -0.4072, -8.8134], [3.0656, 0.3889, -9.3459], [2.1012, -0.4489, -7.3832], [1.2744, -1.4270, -6.8770], [1.0648, -1.6669, -5.6307], [0.2286, -2.9759, -9.9166], [2.3918, -0.4800, -11.0827], [2.6727, 0.3365, -6.8484], [0.3001, -2.2996, -5.4691], [-1.6789, -0.4461, 0.2308], [-1.0369, -0.0451, -0.6991], [0.2745, 0.5400, -0.5799], [1.0773, 0.7675, -1.6585], [2.3358, 1.1277, -1.5351], [0.4528, 0.8447, -3.0329], [1.0925, 1.3072, -3.9582], [-0.9191, 0.2746, -3.1861], [-1.5321, -0.3282, -2.0702], [-2.6838, -0.9371, -2.2697], [0.6523, 0.6650, 0.4383], [2.8553, 1.2262, -2.3884], [-1.3358, 0.1695, -4.1843], [-2.9932, -1.3610, -1.4104], [4.0695, 4.9406, 1.4021], [4.1340, 4.7576, 0.1951], [4.1557, 3.5232, -0.5581], [4.3071, 3.5663, -1.9120], [4.3353, 2.5479, -2.7654], [4.4650, 4.9175, -2.6509], [4.7246, 4.8616, -3.8713], [4.3914, 6.1533, -1.8756], [4.2775, 6.1063, -0.5860], [4.4186, 7.2078, 0.1449], [4.0631, 2.6220, 0.0058], [4.8110, 2.8742, -3.5484], [4.5321, 7.1118, -2.4210], [4.3574, 6.9306, 1.0952], [6.9561, -4.7247, -8.7499], [6.0260, -3.8307, -8.0360], [6.5004, -3.1840, -6.8770], [5.3467, -2.6055, -6.1497], [5.6410, -1.7848, -4.9022], [5.3593, -2.3821, -3.6490], [3.8888, -2.1993, -3.2334], [3.7058, -2.8886, -1.9794], [2.5551, -2.4285, -1.2353], [7.3149, -5.4571, -8.0241], [7.7236, -4.0791, -9.2373], [6.3527, -5.2257, -9.4800], [7.1276, -2.3562, -7.2430], [7.0271, -3.8517, -6.1985], [4.5429, -3.3713, -5.9258], [4.7873, -1.8598, -6.8122], [5.1539, -0.9423, -5.0493], [6.1001, -2.0250, -2.9205], [5.5180, -3.4499, -3.7125], [3.2365, -2.5644, -4.0469], [3.6285, -1.1327, -3.1534], [2.7867, -1.5137, -0.5965], [2.2007, -3.3278, -0.6777], [1.7608, -2.0920, -1.8847], [-4.2149, -0.4017, 8.8657], [-3.0049, 0.1292, 8.2458], [-2.2575, 0.9240, 9.0697], [-0.9305, 1.1888, 8.3938], [-0.9453, 2.2228, 7.3721], [0.4163, 2.2950, 6.7530], [0.7614, 1.1592, 5.7652], [-0.1509, 1.2679, 4.7416], [-0.2370, 0.1930, 3.8188], [-4.6490, -1.0735, 8.1165], [-4.9503, 0.3308, 9.1495], [-3.8878, -0.8573, 9.7866], [-1.9373, 0.3246, 9.9368], [-2.8848, 1.7847, 9.3735], [-0.4917, 0.1941, 8.0942], [-0.3376, 1.6757, 9.1633], [-1.6362, 1.9985, 6.6543], [1.1502, 2.2630, 7.5446], [0.4692, 3.2411, 6.2468], [0.7354, 0.1516, 6.2903], [1.8326, 1.2210, 5.3007], [-0.5856, -0.7055, 4.4042], [0.7907, 0.0191, 3.4080], [-0.9277, 0.4304, 2.9822], [-2.9289, 2.9246, 2.6792], [-3.4983, 2.3439, 3.8812], [-3.3544, 3.0867, 5.0579], [-4.2496, 2.4157, 6.0343], [-5.6817, 2.5491, 5.5288], [-6.5323, 1.7101, 6.3530], [-7.4968, 0.8645, 5.4747], [-8.1649, 1.6145, 4.4309], [-8.8384, 2.7089, 4.9732], [-3.4448, 3.8439, 2.4572], [-3.1960, 2.2094, 1.9069], [-1.8326, 3.0359, 2.8611], [-3.6004, 4.1557, 4.8155], [-2.2999, 3.1215, 5.3853], [-4.1539, 2.7844, 7.0801], [-3.9475, 1.3546, 5.9420], [-5.5786, 2.1520, 4.5979], [-7.0905, 2.3110, 7.0689], [-5.9581, 0.9689, 6.9311], [-8.1825, 0.2597, 6.1406], [-6.9482, 0.1691, 4.8431], [-8.1160, 3.4607, 5.2851], [-9.3812, 2.3714, 5.8924], [-9.5935, 3.1054, 4.2407]], "mulliken_charge": [-0.901, 1.085, -0.633, -0.184, -0.584, 1.505, -0.678, -1.046, 0.204, -0.629, 0.408, 0.346, 0.535, 0.385, -0.657, 1.229, -0.919, -0.028, -0.601, 1.274, -0.871, -0.035, -0.411, -0.466, 0.448, 0.416, 0.202, 0.415, -0.676, 1.066, -1.171, 0.173, -0.485, 1.697, -0.776, -0.953, 0.297, -0.625, 0.525, -0.129, 0.296, 0.381, -0.634, 0.842, -0.897, 0.052, -0.556, 1.062, -0.714, -0.680, 0.025, 0.188, 0.433, 0.373, 0.550, 0.047, -0.657, 0.349, -0.026, -0.296, -0.399, 0.496, -0.629, -1.007, 0.687, -0.633, 0.885, 0.297, 0.429, 0.492, -0.700, 1.107, -1.079, 0.247, -0.539, 1.069, -0.675, -0.838, 0.427, -0.607, 0.434, 0.359, 0.393, 0.373, -0.721, -0.260, -0.676, 0.246, -0.270, -1.199, 1.277, -0.503, 0.026, 0.309, 0.268, 0.224, 0.268, 0.327, 0.138, -0.072, 0.287, 0.288, 0.380, -0.173, -0.340, 0.303, 0.207, -0.172, -0.917, -0.201, -0.771, -0.384, -0.160, -0.957, -0.500, 0.362, -0.987, 0.222, 0.345, 0.401, 0.504, 0.321, 0.133, 0.414, -0.188, 0.526, 0.297, 0.367, 0.362, 0.374, 0.357, 0.059, -0.463, -0.306, -0.416, -0.526, -0.251, -0.019, -0.790, -0.373, -0.629, 0.445, 0.137, 0.175, 0.370, 0.290, 0.378, 0.354, 0.266, 0.352, -0.169, 0.400, 0.388, 0.252, 0.264, 0.250]}